The following is a quantum chemistry calculation of an isolated ion of composition C34H38NO3 and charge -1, from the OMol25 dataset.

Structure (XYZ):
```
76
Properties=species:S:1:pos:R:3:forces:R:3
C 3.940 -4.164 -1.669 0.6569 -0.1470 -0.1476
C 3.180 -3.186 -2.506 -0.6360 0.2486 -0.3729
O 2.747 -2.112 -1.650 0.0749 0.4540 -0.7405
C 2.029 -1.184 -2.325 0.3035 -0.3777 0.0765
C 1.469 -0.124 -1.356 3.5522 -0.3741 0.9789
C 1.527 1.254 -2.069 -1.8328 0.4646 0.2052
C 1.448 1.476 -3.468 -0.4138 -0.1992 -0.0997
C 1.207 2.752 -4.001 -0.0789 0.1525 0.5651
C 1.029 3.855 -3.149 0.4913 -0.3733 0.0188
C 0.646 5.155 -3.674 0.4986 -0.1262 0.0283
N 0.414 6.200 -4.103 -0.0625 -0.3989 0.1503
C 1.251 3.670 -1.778 -0.0408 0.2506 -0.1611
C 1.450 2.399 -1.255 -0.0988 -0.2369 0.2926
O 1.840 -1.306 -3.527 -0.1529 0.3139 1.3007
H 3.950 -5.134 -2.166 0.1011 -0.0552 0.0247
H 4.965 -3.798 -1.602 0.0834 -0.2349 0.2904
H 3.537 -4.299 -0.670 -0.1830 0.0776 0.0210
H 3.819 -2.716 -3.274 -0.3254 -0.5022 0.0506
H 2.284 -3.631 -3.001 0.6597 0.3291 0.3250
H 2.200 -0.046 -0.466 -0.5180 0.0080 -1.5120
H 1.437 0.631 -4.168 0.1978 0.4912 0.5047
H 1.117 2.919 -5.073 -0.0617 -0.2941 0.2075
H 1.223 4.542 -1.125 -0.1143 -0.3256 -0.0583
H 1.412 2.278 -0.163 0.2394 0.0491 -0.4882
C -4.050 3.413 -0.356 0.2103 -0.1754 0.0948
C -2.578 3.256 -0.758 0.3196 -0.0225 -0.0772
C -2.526 2.982 -2.269 -0.0597 0.1015 0.0495
C -1.868 4.603 -0.507 -0.0488 -0.1244 0.1744
C -1.911 2.109 0.050 -0.6798 0.5513 -0.0063
C -1.288 1.047 -0.552 0.1207 -0.0352 -0.7303
C -0.651 0.030 0.156 0.0518 0.0572 0.8325
C 0.260 -0.870 -0.638 -1.4852 -0.2075 -1.4270
C 0.609 -2.156 0.129 -0.0490 0.0597 -2.2445
C 0.495 -3.370 -0.451 -0.7333 0.6424 0.2125
C 0.821 -4.633 0.205 0.2146 -1.0374 0.0400
C 1.032 -5.817 -0.562 0.2853 1.1808 1.0041
C 1.557 -6.949 0.052 -0.1265 -0.3539 -0.0515
C 1.809 -6.969 1.427 -0.4914 0.5613 0.4215
C 1.498 -5.828 2.215 -0.0205 -0.8649 -1.1975
C 0.991 -4.692 1.597 0.3561 0.3629 0.2999
C -0.794 0.027 1.574 0.4486 0.2325 -0.5802
C -1.379 1.091 2.256 -0.0596 -0.4335 -0.1686
C -1.413 1.160 3.799 0.0119 0.1017 0.2652
C -0.570 2.343 4.315 0.0144 0.1236 -0.2039
C -0.870 -0.108 4.470 -0.0308 -0.0396 -0.0535
C -2.850 1.355 4.305 -0.0768 0.0216 -0.1402
C -1.915 2.200 1.493 0.6894 0.5913 0.3253
O -2.268 3.273 2.073 -0.5119 -0.0579 0.1268
H -4.094 3.667 0.705 -0.1420 -0.0811 -0.0926
H -4.516 4.209 -0.950 -0.0112 -0.1164 0.0632
H -4.566 2.464 -0.538 -0.1486 0.1497 0.0554
H -1.479 2.939 -2.618 -0.4608 -0.1468 -0.0132
H -3.053 2.037 -2.480 0.2744 0.2386 -0.1938
H -3.035 3.803 -2.814 0.2281 -0.3931 0.2589
H -0.807 4.521 -0.776 -0.3661 0.1429 0.1387
H -2.332 5.389 -1.123 0.1255 -0.1403 0.0819
H -1.968 4.855 0.555 0.1743 0.0050 -0.2902
H -1.224 0.993 -1.655 -0.0675 0.1131 0.6308
H -0.213 -1.138 -1.612 -0.8130 -0.5213 0.9394
H 1.014 -2.035 1.114 0.1342 -0.0029 0.3172
H 0.109 -3.495 -1.481 0.2796 0.4497 0.5369
H 0.870 -5.767 -1.633 -0.0150 -0.1286 0.0111
H 1.749 -7.844 -0.557 -0.0472 0.4073 0.3569
H 2.160 -7.886 1.908 0.0082 0.3702 -0.1935
H 1.630 -5.864 3.284 0.0600 0.0440 0.1508
H 0.785 -3.784 2.198 0.0565 -0.7603 -0.3974
H -0.397 -0.806 2.163 0.0048 0.2712 -0.2803
H -0.991 3.274 3.914 0.2967 -0.2336 0.0854
H -0.590 2.379 5.419 0.0151 -0.0720 -0.2989
H 0.472 2.218 3.982 -0.2015 0.1719 0.1128
H -1.488 -0.971 4.178 0.3493 0.0341 0.0861
H 0.183 -0.266 4.193 -0.2589 -0.1732 0.0750
H -0.918 -0.010 5.572 -0.0223 0.0305 -0.4818
H -3.455 0.499 3.974 -0.0596 0.2415 0.1574
H -2.860 1.408 5.409 -0.0400 -0.0427 -0.3556
H -3.248 2.286 3.885 -0.0421 -0.2870 0.1139
```
Forces are in eV/Å.

As for the lowest unoccupied orbital energy: 0.08742 hartree. Its total charge is -1. The gap between HOMO and LUMO is 5.7 eV. As for the SMILES: CCOC(=O)[C@@H](c1ccc(C#N)cc1)[C@@H](/C=C/c1ccccc1)c1cc(C(C)(C)C)c([O-])c(C(C)(C)C)c1.

Partial atomic charges computed with the Mulliken method, in multiples of e: number 1, C, carries -1.271; number 2, C, carries -0.203; number 3, O, carries -0.249; number 4, C, carries -0.014; number 5, C, carries 0.867; number 6, C, carries -0.062; number 7, C, carries -0.397; number 8, C, carries -0.730; number 9, C, carries 0.468; number 10, C, carries 0.011; number 11, N, carries -0.606; number 12, C, carries -0.492; number 13, C, carries -0.163; number 14, O, carries -0.697; number 15, H, carries 0.355; number 16, H, carries 0.382; number 17, H, carries 0.250; number 18, H, carries 0.455; number 19, H, carries 0.234; number 20, H, carries 0.364; number 21, H, carries 0.435; number 22, H, carries 0.421; number 23, H, carries 0.461; number 24, H, carries 0.190; number 25, C, carries -1.926; number 26, C, carries 2.357; number 27, C, carries -1.786; number 28, C, carries -1.387; number 29, C, carries -0.764; number 30, C, carries -0.189; number 31, C, carries -1.178; number 32, C, carries 0.216; number 33, C, carries -1.080; number 34, C, carries -0.133; number 35, C, carries 0.423; number 36, C, carries -0.404; number 37, C, carries -0.574; number 38, C, carries -0.446; number 39, C, carries -0.662; number 40, C, carries -0.331; number 41, C, carries 0.155; number 42, C, carries -1.149; number 43, C, carries 2.206; number 44, C, carries -1.727; number 45, C, carries -2.080; number 46, C, carries -1.746; number 47, C, carries 1.637; number 48, O, carries -0.940; number 49, H, carries 0.325; number 50, H, carries 0.470; number 51, H, carries 0.381; number 52, H, carries 0.094; number 53, H, carries 0.356; number 54, H, carries 0.460; number 55, H, carries -0.078; number 56, H, carries 0.489; number 57, H, carries 0.362; number 58, H, carries 0.428; number 59, H, carries 0.343; number 60, H, carries 0.639; number 61, H, carries 0.385; number 62, H, carries 0.392; number 63, H, carries 0.339; number 64, H, carries 0.354; number 65, H, carries 0.405; number 66, H, carries 0.339; number 67, H, carries 0.551; number 68, H, carries 0.366; number 69, H, carries 0.452; number 70, H, carries 0.306; number 71, H, carries 0.397; number 72, H, carries 0.389; number 73, H, carries 0.410; number 74, H, carries 0.352; number 75, H, carries 0.442; number 76, H, carries 0.351

=====

The following is a quantum chemistry calculation of C34H39BN3O6PRu as an isolated structure, from the OMol25 dataset.

Structure (XYZ):
```
85
Properties=species:S:1:pos:R:3:forces:R:3
Ru -0.886 -0.664 -0.843 -0.2673 0.4051 -0.2736
C -3.656 -2.428 -4.202 0.0088 -0.0864 -0.0133
C -3.026 -2.469 -2.942 0.0419 0.0417 -0.0124
N -2.770 -1.399 -2.228 -0.0273 0.0216 -0.1607
C -3.166 -0.186 -2.710 -0.0597 0.0216 0.1046
C -3.741 -0.038 -3.985 -0.0071 0.0207 0.0251
C -3.984 -1.215 -4.730 -0.0273 0.0155 -0.0770
C -4.041 1.259 -4.467 0.0037 -0.0160 -0.0275
C -3.779 2.352 -3.692 0.0022 0.0390 -0.0006
C -3.260 2.214 -2.390 0.0703 -0.0265 0.0329
C -2.975 0.969 -1.864 -0.1028 0.0519 0.0188
N -2.497 0.664 -0.598 0.2667 -0.1472 0.0861
C -2.942 1.149 0.604 -0.0622 -0.0123 -0.0889
C -3.651 2.357 0.787 0.0022 -0.0890 -0.0098
C -4.197 2.668 2.019 -0.0127 0.0364 0.0303
C -4.140 1.763 3.063 -0.0255 -0.0473 0.0601
C -3.488 0.524 2.910 -0.0279 0.0360 0.0191
C -3.630 -0.533 3.849 0.0072 -0.0325 0.0241
C -3.212 -1.825 3.483 -0.0572 0.1005 0.0620
C -2.458 -2.016 2.373 0.1112 0.0699 -0.0518
N -2.021 -0.902 1.599 -0.0688 -0.1312 0.0067
C -2.779 0.289 1.718 0.0205 -0.0789 -0.0915
H -3.846 -3.347 -4.739 0.0063 0.0226 0.0369
H -2.711 -3.416 -2.518 -0.0050 0.0014 -0.0227
H -4.434 -1.139 -5.713 0.0078 0.0077 0.0397
H -4.470 1.371 -5.456 0.0158 -0.0226 0.0365
H -3.985 3.345 -4.073 0.0115 -0.0266 0.0335
H -3.048 3.103 -1.816 -0.0154 0.0126 -0.0144
H -3.800 3.033 -0.037 0.0032 0.0108 -0.0021
H -4.717 3.609 2.148 0.0133 -0.0338 0.0020
H -4.635 1.976 4.002 0.0044 0.0006 -0.0320
H -4.177 -0.364 4.766 0.0128 0.0100 -0.0306
H -3.484 -2.684 4.084 0.0129 0.0325 -0.0223
H -2.058 -2.974 2.080 -0.0214 0.0260 -0.0319
C 0.249 -3.469 -3.107 0.0159 -0.0197 0.0022
O 0.677 -2.181 -3.551 -0.0997 -0.1508 -0.0453
P 0.845 -0.949 -2.533 0.1749 -0.1180 -0.2148
O 0.973 0.256 -3.560 -0.0972 0.0311 0.1215
C -0.178 0.784 -4.225 0.0339 -0.0674 -0.0288
O 2.375 -0.961 -2.098 0.0342 0.1135 0.0925
C 2.925 -2.135 -1.489 -0.0160 -0.0574 -0.0370
H 1.103 -4.144 -3.081 0.0353 -0.0120 -0.0049
H -0.485 -3.846 -3.813 -0.0086 0.0093 -0.0435
H -0.196 -3.420 -2.109 -0.0303 0.0239 0.0244
H 0.139 1.702 -4.712 0.0407 0.0117 -0.0224
H -0.979 1.012 -3.521 0.0533 0.0140 0.0371
H -0.534 0.080 -4.978 -0.0112 -0.0187 0.0057
H 3.595 -1.818 -0.698 0.0412 0.0488 0.0573
H 3.473 -2.702 -2.240 -0.0151 0.0063 -0.0110
H 2.146 -2.766 -1.056 -0.0275 -0.0123 0.0756
C 5.859 0.369 2.109 -0.0078 0.0078 -0.0188
C 5.065 -0.154 3.316 -0.0255 -0.0005 -0.0046
C 5.901 -1.221 4.036 -0.0102 0.0059 0.0183
C 4.821 1.004 4.292 -0.0178 -0.0163 0.0224
C 3.741 -0.733 2.807 0.0081 -0.0030 -0.0204
C 3.625 -2.087 2.483 0.0278 0.0172 -0.0235
C 2.455 -2.640 1.960 0.1079 -0.1026 -0.1294
C 1.403 -1.786 1.759 -0.1041 -0.0979 -0.1765
O 0.135 -2.068 1.256 0.0957 0.0804 0.1541
B -0.570 -0.850 1.418 0.0617 -0.1419 0.6269
O 0.256 0.154 1.938 0.0012 0.0027 -0.1719
C 1.484 -0.455 2.110 -0.1262 0.1360 0.1000
C 2.630 0.102 2.622 0.0480 0.0745 -0.0160
H 6.819 0.781 2.433 -0.0556 -0.0211 -0.0121
H 5.306 1.157 1.590 0.0282 -0.0354 0.0170
H 6.055 -0.436 1.396 0.0032 0.0349 0.0249
H 6.763 -0.748 4.509 -0.0070 -0.0173 -0.0266
H 6.286 -1.975 3.347 -0.0240 0.0207 0.0274
H 5.321 -1.724 4.813 0.0315 0.0254 -0.0150
H 5.771 1.321 4.727 -0.0261 0.0033 -0.0210
H 4.158 0.703 5.106 0.0350 0.0191 -0.0181
H 4.389 1.877 3.798 0.0143 -0.0462 0.0264
H 4.468 -2.745 2.639 -0.0400 0.0143 0.0102
H 2.387 -3.694 1.719 -0.0006 0.0439 0.0174
H 2.646 1.152 2.885 0.0110 -0.0830 -0.0060
C 0.278 3.297 0.821 0.0683 0.0261 0.0118
C 0.208 2.819 -0.599 -0.0001 0.1002 -0.0145
C 0.158 3.852 -1.694 0.0667 0.0210 0.0026
O 0.238 1.636 -0.881 -0.0455 -0.0987 -0.0514
H 1.263 3.752 0.977 -0.0690 0.0170 -0.0028
H 0.151 2.470 1.514 0.0051 -0.0039 -0.0363
H -0.465 4.074 1.003 0.0176 -0.0134 -0.0086
H -0.291 4.786 -1.360 0.0022 -0.0051 -0.0142
H -0.365 3.459 -2.565 0.0078 -0.0213 0.0411
H 1.189 4.063 -1.995 -0.0404 0.0214 0.0229
```
Forces are in eV/Å.

Its spin multiplicity is 6. Its energy relative to the best compared isomer or geometry (same formula, charge and spin) is 113.9 kJ/mol. The expectation value of S² is 8.84. As for the lowest unoccupied orbital energy (alpha / beta): -0.10262 / -0.16658 hartree. Its total charge is +1. The gap between HOMO and LUMO (alpha / beta) is 6.2 / 5.8 eV.

Partial atomic charges computed with the Mulliken method, in multiples of e: number 1, Ru, carries 0.570; number 2, C, carries -0.835; number 3, C, carries -0.501; number 4, N, carries -0.413; number 5, C, carries 0.885; number 6, C, carries 1.402; number 7, C, carries -0.852; number 8, C, carries -0.820; number 9, C, carries -1.393; number 10, C, carries -0.315; number 11, C, carries -0.109; number 12, N, carries 0.796; number 13, C, carries 0.017; number 14, C, carries -0.878; number 15, C, carries -1.228; number 16, C, carries -0.767; number 17, C, carries 0.643; number 18, C, carries -0.991; number 19, C, carries -0.860; number 20, C, carries -0.602; number 21, N, carries 0.249; number 22, C, carries 0.726; number 23, H, carries 0.429; number 24, H, carries 0.659; number 25, H, carries 0.463; number 26, H, carries 0.446; number 27, H, carries 0.433; number 28, H, carries 0.418; number 29, H, carries 0.254; number 30, H, carries 0.461; number 31, H, carries 0.409; number 32, H, carries 0.441; number 33, H, carries 0.443; number 34, H, carries 0.562; number 35, C, carries -0.693; number 36, O, carries -0.371; number 37, P, carries 0.632; number 38, O, carries -0.380; number 39, C, carries -0.523; number 40, O, carries -0.348; number 41, C, carries -0.487; number 42, H, carries 0.301; number 43, H, carries 0.296; number 44, H, carries 0.194; number 45, H, carries 0.358; number 46, H, carries -0.024; number 47, H, carries 0.280; number 48, H, carries 0.115; number 49, H, carries 0.298; number 50, H, carries 0.215; number 51, C, carries -1.670; number 52, C, carries 2.023; number 53, C, carries -1.903; number 54, C, carries -1.788; number 55, C, carries 0.723; number 56, C, carries -0.241; number 57, C, carries -1.790; number 58, C, carries 0.655; number 59, O, carries -0.558; number 60, B, carries 1.842; number 61, O, carries -0.381; number 62, C, carries 0.295; number 63, C, carries -0.989; number 64, H, carries 0.445; number 65, H, carries 0.340; number 66, H, carries 0.369; number 67, H, carries 0.438; number 68, H, carries 0.385; number 69, H, carries 0.429; number 70, H, carries 0.474; number 71, H, carries 0.389; number 72, H, carries 0.312; number 73, H, carries 0.279; number 74, H, carries 0.469; number 75, H, carries 0.320; number 76, C, carries -1.062; number 77, C, carries 0.879; number 78, C, carries -1.422; number 79, O, carries -0.101; number 80, H, carries 0.388; number 81, H, carries 0.037; number 82, H, carries 0.423; number 83, H, carries 0.387; number 84, H, carries 0.196; number 85, H, carries 0.404

=====

no.,F_max (hartree/bohr),E_tot (eV)
1,0.07202,-43508.057
2,0.01256,-65189.919